(1)
{
  "formula": "CH5NOS2",
  "method": "ωB97M-V/def2-TZVPD",
  "symbols": ["N", "H", "O", "C", "H", "H", "S", "S", "H", "H"],
  "coordinates": [[1.92866, -1.31762, 0.14088], [1.04284, -1.68338, 0.46640], [2.46023, -1.14157, -2.12954], [1.82086, -0.83900, -1.15830], [-3.96234, 2.71400, 0.42937], [2.64005, -2.04217, 0.12631], [-2.16096, 0.80300, 0.66786], [-2.65212, 2.81820, 0.69264], [-2.09516, 0.81761, 2.02225], [0.97794, -0.12906, -1.25789]],
  "atomic_forces_ev_per_a": [[0.772, -0.564, -0.876], [-0.025, 0.310, 0.274], [0.742, -0.076, 0.442], [-1.533, 0.415, -0.323], [-0.043, -0.088, 0.058], [-0.032, -0.128, 0.380], [-0.083, 0.536, 0.783], [0.090, 0.102, -0.431], [0.049, -0.567, -0.416], [0.064, 0.058, 0.108]],
  "mulliken_charge": [-0.454, 0.257, -0.491, 0.117, 0.170, 0.272, -0.175, -0.183, 0.184, 0.302],
  "orbital_gap_ev": 9.7,
  "fmax_ev_per_a": 1.6,
  "charge": 0,
  "relative_energy_ev": 0.463,
  "smiles": "NC=O.SS",
  "e_homo_ha": -0.355
}

(2)
{
  "formula": "C13H14F3IN2V",
  "method": "ωB97M-V/def2-TZVPD",
  "symbols": ["H", "C", "F", "C", "F", "C", "F", "H", "C", "H", "N", "H", "C", "C", "H", "H", "H", "H", "C", "C", "H", "I", "C", "H", "H", "C", "H", "V", "C", "N", "H", "C", "H", "C"],
  "coordinates": [[0.73782, -2.51533, -1.29810], [3.49062, 0.92431, -1.52324], [2.64623, -0.80906, 1.31310], [4.47991, 3.11064, -1.28470], [2.00340, 1.21269, 1.87460], [3.36348, -0.50759, -1.75411], [0.65478, -0.51583, 2.24690], [-2.39491, -1.53727, 1.43907], [-3.53943, 0.22004, 1.79624], [2.41742, -4.27646, -1.97206], [2.31118, 1.46924, -1.06650], [1.19604, 3.05909, -0.36554], [2.71359, -3.22522, -1.93026], [2.18331, 2.77075, -0.71595], [4.75095, -3.52477, -2.54871], [-3.34605, 0.29463, 2.87475], [3.13946, 4.66593, -0.49444], [-4.56260, 0.60590, 1.66114], [1.52970, 0.02806, 1.32278], [4.35030, -1.43750, -2.13981], [5.34782, -1.06316, -2.35644], [-0.92346, 0.74437, -2.33924], [1.76956, -2.27852, -1.55649], [5.53679, 1.32890, -2.02597], [-4.10418, -1.92133, 1.77937], [4.61439, 1.76105, -1.64143], [-3.65742, -1.21533, 0.25283], [0.82295, 0.28262, -0.64924], [3.27009, 3.62580, -0.80354], [2.09480, -0.96375, -1.47055], [-2.85935, 0.91532, 1.29190], [-3.43197, -1.19213, 1.31892], [5.32614, 3.78445, -1.38398], [4.00850, -2.79420, -2.23444]],
  "atomic_forces_ev_per_a": [[0.205, -0.209, -0.117], [0.115, 1.787, 0.477], [-1.547, 0.942, -0.520], [-0.099, 0.052, 0.016], [-0.971, -1.255, -1.074], [-0.039, -1.932, -0.151], [0.997, 0.842, -1.826], [-0.201, -0.239, 0.050], [-0.883, 0.794, 1.056], [0.222, 0.387, -0.052], [0.118, 0.232, 0.049], [0.168, 0.246, 0.012], [-0.257, 0.117, 0.062], [0.739, -0.411, -0.249], [-0.067, 0.187, 0.099], [0.074, 0.034, -0.237], [0.244, -0.360, -0.210], [0.368, -0.044, -0.057], [0.966, -0.411, 3.608], [-0.896, 1.026, 0.256], [-0.131, -0.298, 0.004], [0.071, -0.099, 0.667], [0.563, 0.412, -0.015], [-0.096, 0.354, 0.175], [0.141, 0.337, 0.214], [-1.046, -0.837, -0.075], [0.005, -0.188, -0.183], [0.986, -0.132, -0.973], [-0.311, -0.124, 0.020], [0.178, -0.489, -0.197], [0.000, -0.147, -0.070], [0.587, -0.526, -0.825], [-0.025, -0.169, 0.028], [-0.179, 0.122, 0.038]],
  "mulliken_spin": [0.002, 0.014, -0.012, -0.002, -0.010, -0.001, -0.010, 0.000, 0.000, 0.000, -0.023, 0.001, 0.000, -0.013, 0.000, 0.000, 0.000, 0.000, -0.107, -0.003, 0.000, -0.272, -0.010, 0.000, 0.000, -0.001, 0.000, 1.465, -0.001, -0.017, 0.001, 0.000, 0.000, -0.001],
  "orbital_gap_ev": [5.5, 6.4],
  "fmax_ev_per_a": 3.8,
  "charge": 2,
  "multiplicity": 2,
  "e_homo_ha": [-0.594, -0.594]
}

(3)
{
  "formula": "H4O2",
  "method": "ωB97M-V/def2-TZVPD",
  "symbols": ["O", "H", "H", "O", "H", "H"],
  "coordinates": [[0.86904, -0.11250, -0.30878], [1.34082, -0.47511, 0.47464], [-0.44634, 0.03198, -0.15334], [-1.59696, 0.19613, 0.23624], [1.21512, -0.55586, -1.20766], [-1.38169, 0.91536, 0.95889]],
  "atomic_forces_ev_per_a": [[-0.160, -1.143, -2.116], [-0.145, 0.053, -0.800], [0.681, -0.440, -0.006], [1.567, 1.476, 1.098], [-1.004, 1.259, 2.980], [-0.939, -1.206, -1.157]],
  "mulliken_spin": [0.000, 0.000, -0.015, 1.038, 0.000, -0.025],
  "orbital_gap_ev": [14.7, 9.2],
  "fmax_ev_per_a": 3.4,
  "charge": 1,
  "multiplicity": 2,
  "relative_energy_ev": 0.433,
  "e_homo_ha": [-0.716, -0.713]
}

(4)
{
  "formula": "C3H7OS",
  "method": "ωB97M-V/def2-TZVPD",
  "symbols": ["C", "H", "H", "H", "H", "S", "H", "H", "H", "C", "C", "O"],
  "coordinates": [[-0.37667, -1.06861, 0.20167], [1.01759, 2.98723, -0.76534], [-0.03251, -1.88195, -0.42988], [-0.37149, -2.55115, 1.79516], [1.81108, 1.71266, -1.85692], [0.88848, 0.24940, 0.25960], [-0.47749, -0.89201, 2.34718], [-1.88456, -1.75900, 1.63769], [-1.22965, -0.65421, -0.32756], [-0.80631, -1.57676, 1.56377], [1.09013, 2.52412, -1.76588], [0.37142, 2.91028, -2.65948]],
  "atomic_forces_ev_per_a": [[0.097, 0.583, -0.411], [0.178, -0.103, -0.037], [0.160, -0.282, -0.018], [0.316, -0.039, -0.002], [0.198, -0.124, -0.215], [0.115, -0.142, 0.097], [-0.218, 0.049, -0.044], [-0.085, 0.282, -0.008], [-0.306, 0.080, -0.014], [-0.086, -0.553, 0.453], [-0.455, 0.333, 0.490], [0.087, -0.084, -0.292]],
  "mulliken_charge": [-0.478, 0.216, 0.230, 0.220, 0.233, -0.693, 0.263, 0.283, 0.183, -0.915, -0.037, -0.504],
  "orbital_gap_ev": 6.7,
  "fmax_ev_per_a": 0.7,
  "charge": -1,
  "relative_energy_ev": 1.079,
  "e_homo_ha": -0.094
}